Entry 1:
Below is C22H38N6O5 in the gas phase at a distorted geometry, with properties calculated with wB97M-V/def2-TZVPD.

Output
Relative energy (zero: lowest compared OMol25 entry of this formula, charge and spin) = 0.00 kcal per mole
HOMO-LUMO gap = 9.820 eV
HOMO = -9.15 eV
SMILES = CC(C)(C)OC(=O)NCCCCc1cn(CC(=O)N2CCN(C(=O)OC(C)(C)C)CC2)nn1
Net charge = 0
Max |F| = 1.12 eV/A

Structure (XYZ):
```
71
Properties=species:S:1:pos:R:3:forces:R:3
C -2.7904 -2.9084 1.6728 0.119 0.219 -0.374
C -2.9964 -2.5516 0.2005 -0.545 -0.282 0.073
C -3.2594 -3.8086 -0.6274 0.159 0.273 -0.041
C -4.1365 -1.5439 0.0640 0.298 -0.007 -0.114
O -1.7388 -1.9455 -0.2049 0.012 -0.028 0.080
C -1.5533 -1.5425 -1.4770 0.328 0.089 0.189
O -2.3723 -1.5731 -2.3642 -0.346 -0.080 -0.278
N -0.2921 -1.0705 -1.6227 0.210 -0.023 0.168
C 0.2157 -0.5341 -2.8657 -0.002 0.281 -0.111
C 0.0956 0.9932 -2.9268 -0.181 -0.254 -0.137
C -1.3382 1.4307 -3.2356 0.203 0.197 0.110
C -1.6208 2.8673 -2.7906 -0.129 -0.185 -0.117
C -1.6314 3.0005 -1.3087 -0.470 -0.450 0.218
C -2.3607 2.3138 -0.3552 0.353 0.270 -0.283
N -1.9781 2.8603 0.8217 -0.028 -0.006 -0.829
C -2.4114 2.5429 2.1524 -0.221 -0.187 0.537
C -1.9330 1.1706 2.6611 -0.040 0.461 -0.031
O -2.7473 0.2987 2.8992 -0.383 -0.156 -0.021
N -0.6150 1.0238 2.9003 0.185 -0.107 0.330
C 0.4455 1.8566 2.3785 0.190 0.235 -0.419
C 0.9845 1.2040 1.0988 0.066 0.498 0.079
N 1.4274 -0.1400 1.3903 -0.025 0.103 -0.024
C 2.6154 -0.6631 0.9853 -0.242 0.062 0.068
O 2.9356 -1.8075 1.2134 0.300 -0.334 -0.049
O 3.3404 0.2440 0.3118 -0.020 0.130 -0.026
C 4.6350 -0.1110 -0.2346 0.567 -0.196 -0.241
C 5.5920 -0.5231 0.8826 -0.315 -0.001 -0.049
C 4.4818 -1.2262 -1.2683 -0.150 0.109 0.273
C 5.1135 1.1778 -0.9045 -0.285 -0.278 0.243
C 0.4584 -0.9891 2.0584 -0.047 -0.234 0.308
C -0.1106 -0.2818 3.2888 -0.114 -0.425 -0.102
N -1.0767 3.8151 0.6011 0.098 0.430 1.025
N -0.8645 3.9001 -0.6572 0.276 0.232 -0.478
H -3.6431 -3.4767 2.0317 -0.109 -0.076 0.036
H -2.7021 -2.0026 2.2668 0.019 0.078 0.091
H -1.8901 -3.5058 1.7919 0.087 -0.140 0.012
H -3.3999 -3.5494 -1.6731 -0.038 -0.056 -0.018
H -4.1544 -4.3049 -0.2633 -0.085 -0.068 0.085
H -2.4169 -4.4920 -0.5430 0.061 -0.106 0.032
H -5.0672 -2.0053 0.3811 -0.118 -0.055 0.079
H -4.2369 -1.2230 -0.9696 -0.068 -0.009 -0.027
H -3.9426 -0.6842 0.7025 -0.010 0.086 0.100
H 0.3258 -1.1123 -0.8292 -0.061 -0.037 0.063
H 1.2602 -0.8395 -2.9654 -0.081 -0.041 -0.030
H -0.3658 -0.9801 -3.6762 0.149 -0.032 0.013
H 0.7710 1.3765 -3.6934 0.064 0.078 -0.018
H 0.4159 1.4124 -1.9702 0.086 0.007 0.027
H -2.0374 0.7586 -2.7393 -0.070 -0.029 -0.059
H -1.5149 1.3456 -4.3089 -0.068 -0.093 -0.018
H -0.8641 3.5468 -3.1858 -0.051 0.062 -0.004
H -2.5949 3.1764 -3.1793 0.081 0.075 -0.066
H -3.0806 1.5261 -0.4202 -0.209 -0.229 0.003
H -2.0487 3.3347 2.8126 -0.052 -0.040 -0.133
H -3.5052 2.5178 2.1850 0.242 0.000 0.026
H 0.1099 2.8704 2.1653 0.084 -0.174 0.122
H 1.2409 1.8985 3.1289 -0.037 0.027 -0.037
H 1.8143 1.7819 0.6962 -0.143 -0.029 0.010
H 0.1793 1.1662 0.3525 0.003 0.115 0.007
H 6.5813 -0.6974 0.4695 0.129 0.023 -0.060
H 5.2416 -1.4341 1.3595 0.059 -0.023 0.021
H 5.6555 0.2651 1.6300 0.050 0.091 0.063
H 5.4442 -1.4346 -1.7265 0.116 0.012 -0.083
H 4.1142 -2.1311 -0.7924 0.022 -0.050 -0.035
H 3.7810 -0.9228 -2.0438 -0.042 0.040 -0.120
H 6.0827 1.0171 -1.3666 0.115 -0.027 -0.051
H 4.4035 1.4886 -1.6665 -0.058 0.039 -0.114
H 5.1990 1.9728 -0.1684 0.040 0.100 0.074
H 0.9649 -1.9136 2.3380 -0.124 0.075 -0.034
H -0.3667 -1.2247 1.3764 0.088 0.015 0.114
H -0.9312 -0.8632 3.7093 0.126 0.045 -0.014
H 0.6638 -0.1376 4.0467 -0.018 -0.008 -0.030
```
Forces are in eV/Å.


Entry 2:
Below is C22H38N9O3RbS as an isolated structure at a distorted geometry, with properties calculated with wB97M-V/def2-TZVPD.

Output
Relative energy (zero: lowest compared OMol25 entry of this formula, charge and spin) = 22.33 kcal per mole
HOMO-LUMO gap = 7.011 eV
HOMO = -6.84 eV
Net charge = 0
Max |F| = 3.16 eV/A

Structure (XYZ):
```
74
Properties=species:S:1:pos:R:3:forces:R:3
Rb -5.4269 -17.7409 -3.4084 -0.088 -0.088 0.351
C -5.8111 -24.8150 -2.6301 0.687 2.232 0.522
C -6.8693 -23.8738 -3.2209 -1.695 -1.071 1.001
N -7.1671 -22.6088 -2.5572 1.456 -1.338 -0.801
C -6.3029 -21.5611 -2.6146 -0.206 -0.588 -0.175
S -7.0454 -20.1555 -2.0016 -0.045 1.272 0.325
N -5.1057 -21.8129 -3.1475 -0.326 1.386 0.419
N -4.3952 -20.6191 -3.3165 -0.023 -0.949 -0.510
C -3.1935 -20.7877 -3.7344 0.514 1.118 -0.395
C -2.4626 -22.0836 -3.8546 -0.011 -0.063 0.999
C -2.4469 -19.5361 -4.1196 -0.563 1.016 0.629
C -1.5403 -19.4716 -5.1825 -0.214 -1.490 0.045
C -0.9617 -18.2999 -5.6144 -0.055 -0.761 0.084
C -1.2956 -17.1126 -4.9873 -0.314 -0.251 1.002
C -2.1612 -17.2295 -3.8884 -0.684 -0.964 0.948
N -2.7305 -18.4123 -3.4274 1.323 1.522 -1.457
H -5.8830 -25.7180 -3.1376 -0.215 -1.878 -0.912
H -5.9273 -25.0064 -1.5515 0.046 0.295 -0.382
H -4.8200 -24.4016 -2.8724 -0.220 -0.139 0.520
H -7.8262 -24.4442 -3.1430 0.428 0.389 -0.237
H -6.6989 -23.7295 -4.2813 0.275 0.227 -0.182
H -8.0092 -22.5102 -2.0286 -0.061 0.209 0.018
H -2.8055 -22.6129 -2.9436 0.441 -0.244 -0.574
H -1.3648 -21.8924 -3.7958 -0.818 -0.408 -0.247
H -2.7661 -22.6694 -4.7275 0.217 0.026 0.083
H -1.3068 -20.4302 -5.6550 0.072 0.440 -0.079
H -0.2383 -18.4154 -6.4088 0.024 0.533 -0.148
H -0.8127 -16.1895 -5.2717 -0.288 0.187 0.086
H -2.4552 -16.3699 -3.2420 0.462 -0.465 -0.786
N -6.9042 -16.6966 -0.9316 0.007 1.025 -0.590
C -7.0758 -15.4026 -0.2740 -0.381 0.355 -0.383
C -6.1118 -14.4365 -0.9328 0.473 0.070 0.111
C -6.3919 -14.1729 -2.3769 0.190 -0.590 -2.194
O -7.1724 -14.7481 -3.1317 -0.041 -0.072 1.072
O -5.5805 -13.2469 -2.8780 0.280 0.311 0.670
H -7.5426 -16.7578 -1.6996 -0.329 0.081 -0.566
H -7.1074 -17.4806 -0.3774 -0.195 -1.086 1.166
H -6.8725 -15.5032 0.7800 0.370 -0.004 0.341
H -8.0845 -14.9365 -0.3137 0.207 -0.612 -0.215
H -5.0758 -14.8812 -0.8786 -0.881 0.838 0.040
H -6.1689 -13.4127 -0.5430 0.435 -0.314 0.609
N -5.9795 -12.9807 -5.6090 -0.529 -0.218 -0.327
C -5.9047 -14.3796 -6.1411 -1.058 0.269 -0.184
C -4.5216 -14.9218 -5.9360 0.222 1.549 -0.813
N -3.5590 -14.0367 -6.6382 0.507 -0.321 0.280
C -3.6911 -12.5946 -6.3776 -2.139 -1.407 0.570
C -5.1648 -12.0870 -6.4725 -0.064 -0.880 0.240
H -5.7150 -13.1286 -3.8653 -0.189 -0.062 -0.168
H -6.9718 -12.6798 -5.6309 0.896 -0.269 -0.011
H -6.1066 -14.3795 -7.2203 -0.255 -0.020 -0.020
H -6.6624 -14.9830 -5.6277 0.163 0.149 -0.080
H -4.4064 -15.9549 -6.2482 0.001 0.013 -0.102
H -4.3833 -14.8242 -4.8828 0.743 -0.201 1.031
H -3.5179 -14.2658 -7.6194 -0.119 0.117 -0.097
H -3.0895 -12.0164 -7.0201 0.972 0.459 -0.809
H -3.3766 -12.4526 -5.3398 0.014 0.260 -0.049
H -5.6454 -12.0695 -7.4793 0.843 -0.082 0.249
H -5.1881 -11.0853 -6.0809 -0.162 0.511 0.236
N -6.3648 -17.7582 -6.1366 1.593 0.373 -0.123
C -7.4717 -17.9363 -5.8999 -1.654 -0.637 -0.275
N -8.7679 -18.1540 -5.8021 -0.283 -0.036 0.229
C -9.3331 -19.2866 -5.0329 0.615 -0.653 -0.093
C -9.9619 -18.7617 -3.7556 -0.102 0.819 -1.004
O -10.9021 -17.7464 -4.1340 -0.557 -0.583 0.315
C -10.2722 -16.6475 -4.7358 -0.551 0.793 1.436
C -9.6722 -17.0126 -6.0131 0.691 -0.253 -3.077
H -8.5205 -20.0215 -4.8420 -0.576 0.467 -0.012
H -10.1129 -19.7363 -5.6503 0.084 -0.099 -0.080
H -9.1741 -18.2368 -3.2388 0.387 -0.245 0.940
H -10.4924 -19.5095 -3.1621 0.316 0.151 -0.090
H -9.4980 -16.2581 -4.0575 0.023 0.114 -0.030
H -11.0404 -15.8904 -4.8520 -0.081 0.215 -0.063
H -9.0818 -16.1979 -6.5231 -0.569 -0.634 0.810
H -10.4379 -17.3202 -6.7888 0.567 0.184 0.965
```
Forces are in eV/Å.